A cluster of 2 separate species, C32H53BF3N2O6S in total. Source: the OMol25 dataset; level of theory: the ωB97M-V functional and the def2-TZVPD basis.

Values from the calculation:
frontier orbital gap: 9.378 eV
net charge: +1
total energy: -2533.989811 Eh
lowest unoccupied orbital energy: -2.368 eV

Element x y z (Å)
C (1.3962, 1.4259, -4.5715)
C (0.4587, 1.0468, -3.7104)
C (-0.4057, 0.6723, -2.3738)
C (0.5953, 0.4511, -1.1209)
C (0.3914, 1.3842, 0.2254)
C (-0.7124, 2.5410, 0.2516)
C (-1.0894, 3.1352, 1.7013)
C (-2.1534, 4.3675, 1.4844)
C (-3.6838, 3.8072, 1.3083)
C (-4.2935, 3.1730, 2.6686)
C (0.3509, 0.3901, 1.5249)
C (1.4886, 0.7325, 2.5704)
O (1.6364, -0.1470, 3.7148)
C (3.0008, -0.0279, 4.2032)
C (3.3167, -0.8857, 5.5360)
C (4.2134, -2.2157, 5.2005)
C (0.2281, -0.9987, 0.7079)
S (-1.6593, -0.9339, 0.3981)
B (0.2547, -2.3461, 1.6274)
C (-0.6642, -2.3048, 3.0090)
O (0.9383, -3.5945, 1.3762)
N (0.9183, -0.9851, -0.6656)
C (0.5879, -2.1114, -1.6166)
C (1.3800, -2.1023, -3.0205)
C (2.2909, -3.4498, -3.2552)
C (1.3727, -4.7931, -3.2884)
C (2.1659, -5.9756, -2.5316)
O (1.5566, -6.1935, -1.2071)
C (2.2815, -7.2792, -0.5289)
C (1.3754, -8.1060, 0.5186)
C (2.4355, -0.9674, -0.4903)
O (3.0191, -2.2883, -0.3010)
C (4.2467, -2.2428, 0.4234)
F (4.0363, -2.3299, 1.8580)
F (4.9543, -3.4672, 0.0819)
F (5.1221, -1.1718, 0.0579)
H (2.1464, 1.3750, -5.4445)
H (-1.1058, 1.6000, -2.2563)
H (-1.1133, -0.1985, -2.6046)
H (1.5278, 1.0171, -1.5452)
H (1.3817, 1.9591, 0.3737)
H (-1.7164, 2.2052, -0.2432)
H (-0.3364, 3.4228, -0.4121)
H (-0.1715, 3.4978, 2.2892)
H (-1.7030, 2.3260, 2.2784)
H (-1.9310, 4.9741, 0.5280)
H (-2.1985, 5.0658, 2.4186)
H (-4.3888, 4.6712, 0.9975)
H (-3.7015, 2.9581, 0.5140)
H (-4.0532, 2.0421, 2.7750)
H (-3.9619, 3.7298, 3.6319)
H (-5.4486, 3.2505, 2.5825)
H (-0.6414, 0.4564, 2.1354)
H (1.2230, 1.7815, 3.0216)
H (2.5635, 0.8907, 2.1345)
H (3.8111, -0.3257, 3.4214)
H (3.2289, 1.0854, 4.4673)
H (2.3923, -1.2118, 6.1328)
H (4.0122, -0.2164, 6.1908)
H (4.8291, -2.5672, 6.1274)
H (4.9864, -2.0320, 4.3640)
H (3.5312, -3.1105, 4.9090)
H (-2.1338, -2.2272, 0.1997)
H (-1.7397, -2.6510, 2.7160)
H (-0.3008, -3.0989, 3.7833)
H (-0.6719, -1.2757, 3.5162)
H (0.3322, -4.2042, 0.8639)
H (-0.5444, -2.1569, -1.8959)
H (0.7870, -3.1679, -1.1609)
H (0.5966, -2.1448, -3.8868)
H (2.0209, -1.1775, -3.2363)
H (3.1962, -3.5084, -2.5524)
H (2.7287, -3.3346, -4.3327)
H (1.1413, -5.0052, -4.3990)
H (0.3609, -4.5987, -2.7416)
H (3.2892, -5.6852, -2.4509)
H (2.0853, -6.9604, -3.1272)
H (3.2114, -6.8208, -0.0071)
H (2.6900, -8.0343, -1.3086)
H (0.5240, -7.4269, 0.9045)
H (2.0218, -8.5066, 1.3992)
H (0.8963, -8.9909, -0.0540)
H (2.9858, -0.5317, -1.4193)
H (2.7774, -0.3185, 0.3940)
C (-6.4296, 7.6934, -4.0495)
C (-6.5663, 6.3915, -3.5739)
C (-5.5604, 5.8238, -2.7973)
C (-4.4210, 6.5725, -2.4985)
C (-4.2757, 7.8746, -2.9788)
C (-5.2859, 8.4325, -3.7570)
N (-3.3706, 5.9887, -1.6604)
O (-3.5239, 4.8339, -1.2711)
O (-2.3992, 6.6871, -1.3909)
H (-7.2196, 8.1350, -4.6508)
H (-7.4596, 5.8201, -3.8066)
H (-5.6801, 4.8084, -2.4333)
H (-3.3912, 8.4630, -2.7559)
H (-5.1842, 9.4457, -4.1332)

Forces on the atoms, in the same order (eV/Å):
C -5.0 -3.2 4.1
C 5.0 1.5 -3.1
C -0.1 0.9 -1.8
C 0.6 3.9 -1.4
C 0.6 0.5 1.6
C -0.8 0.5 -0.9
C -1.2 0.2 -0.5
C -1.0 -0.3 0.1
C 0.3 -0.4 0.8
C -0.5 -0.1 -0.2
C -0.8 -0.1 -1.0
C 1.2 1.3 0.6
O 1.0 0.1 -1.3
C 1.3 0.5 1.3
C 1.3 -0.5 -0.3
C -0.2 -0.4 0.4
C -1.4 -1.8 1.8
S 0.0 -0.3 -0.5
B 0.0 -1.6 1.9
C 0.0 -0.6 0.2
O -2.2 1.4 -1.2
N 1.3 1.1 0.5
C -1.3 -2.4 -2.0
C 0.3 -0.8 -1.1
C -0.5 0.7 -1.1
C 0.5 0.6 0.7
C -0.5 -0.1 -0.6
O 1.3 -1.0 -0.9
C 0.9 -0.6 0.5
C -0.1 0.3 -0.7
C 2.9 1.0 0.0
O 1.7 1.3 1.6
C 1.1 -2.7 0.1
F 0.7 1.0 -4.3
F -2.1 3.7 1.0
F -2.8 -2.6 1.4
H -1.7 0.4 1.9
H 1.4 -1.7 0.3
H 1.3 1.2 0.3
H -1.3 -1.9 0.7
H -1.4 -0.9 -0.5
H 1.8 0.4 0.9
H -0.6 -1.5 1.1
H -1.4 -0.7 -0.9
H 1.4 1.4 -0.7
H 0.0 -0.9 1.8
H 0.4 -1.2 -1.7
H 1.4 -1.5 0.3
H -0.1 1.7 1.1
H -0.3 1.9 -0.1
H -0.5 -0.9 -1.7
H 1.9 -0.2 0.3
H 1.8 0.0 -1.4
H 0.3 -1.7 -1.1
H -1.9 -0.4 0.2
H -1.7 0.4 0.9
H -0.6 -1.7 -0.5
H 1.3 0.8 -1.0
H -1.5 -1.1 -1.0
H -1.2 0.8 -1.6
H -1.3 -0.2 1.3
H 1.2 1.6 0.3
H 1.0 0.8 0.1
H 1.7 0.8 0.7
H -0.4 1.5 -1.5
H -0.3 -1.6 -0.7
H 1.2 0.6 0.9
H 2.1 0.7 1.0
H 0.0 2.3 -0.2
H 1.3 0.3 1.7
H -1.1 -1.2 0.6
H -1.6 0.0 -0.8
H -0.6 -0.1 2.0
H 0.4 0.0 1.9
H 1.8 -0.5 -0.9
H -1.8 -0.6 0.0
H 0.2 1.5 0.9
H -1.5 -0.7 -0.7
H -0.7 1.3 1.1
H 1.5 -1.1 -0.4
H -1.2 0.8 -1.6
H 0.7 1.4 1.1
H -1.6 -0.7 1.4
H -1.2 -0.8 -1.2
C 0.0 0.0 0.0
C 0.2 0.2 0.1
C 0.0 -0.1 0.0
C -0.6 0.3 -0.5
C 0.1 0.1 0.0
C 0.0 -0.3 0.1
N 0.4 -0.1 0.2
O 0.2 0.8 -0.6
O -0.6 -0.6 -0.1
H 0.1 -0.1 0.1
H 0.2 0.0 0.1
H 0.2 0.2 0.0
H -0.1 -0.3 0.1
H 0.0 -0.2 0.1

***

A cluster of 7 separate species, C32H53BIN7 in total. Source: the OMol25 dataset; level of theory: the ωB97M-V functional and the def2-TZVPD basis.

Values from the calculation:
frontier orbital gap: 9.283 eV
net charge: 0
total energy: -1956.900680 Eh
lowest unoccupied orbital energy: 0.180 eV

Element x y z (Å)
C (-3.4974, -3.9915, 5.8191)
C (-2.5004, -3.6972, 4.6778)
C (-2.8578, -2.4365, 3.8804)
I (-4.6685, -2.6975, 2.7636)
B (-1.6824, -2.0050, 2.9238)
C (-0.9390, -0.6760, 3.2566)
C (-0.8330, 0.4013, 2.3893)
C (-0.1894, 1.5396, 2.7948)
N (0.3836, 1.7626, 3.9788)
C (0.2761, 0.7074, 4.7903)
C (-0.3436, -0.4798, 4.5022)
H (-4.2732, -3.2364, 5.8226)
H (-3.9326, -4.9778, 5.7213)
H (-2.9718, -3.9899, 6.7676)
H (-2.4809, -4.5452, 3.9977)
H (-1.4922, -3.5646, 5.0708)
H (-3.0447, -1.6399, 4.5936)
H (-1.3923, -2.6662, 1.9803)
H (-1.2647, 0.3601, 1.4037)
H (-0.1481, 2.3614, 2.0914)
H (0.7094, 0.8228, 5.7763)
H (-0.3690, -1.2562, 5.2497)
C (-6.1595, 0.2979, -1.7814)
C (-5.0155, -0.6033, -1.3339)
C (-5.2943, -2.0872, -1.5911)
C (-6.4804, -2.5268, -0.8503)
N (-7.3916, -2.8540, -0.2274)
H (-7.0749, 0.0853, -1.2267)
H (-5.9086, 1.3447, -1.6100)
H (-6.3641, 0.1684, -2.8456)
H (-4.8253, -0.4479, -0.2696)
H (-4.1063, -0.3221, -1.8679)
H (-4.4433, -2.6916, -1.2703)
H (-5.4590, -2.2610, -2.6495)
C (-0.5538, -2.3858, -4.5480)
C (-1.3124, -3.0722, -3.4175)
C (-2.6907, -3.5863, -3.8471)
C (-3.5427, -2.4849, -4.3002)
N (-4.2031, -1.6113, -4.6538)
H (-1.0812, -1.4994, -4.9027)
H (0.4294, -2.0648, -4.2049)
H (-0.4128, -3.0610, -5.3949)
H (-1.4260, -2.3767, -2.5846)
H (-0.7268, -3.9144, -3.0484)
H (-3.1866, -4.0807, -3.0100)
H (-2.5986, -4.3102, -4.6585)
C (3.4833, 2.9994, 1.0498)
C (3.7327, 3.0554, -0.4518)
C (2.5786, 3.7178, -1.2115)
C (1.3311, 2.9770, -1.0144)
N (0.3465, 2.4039, -0.8542)
H (2.6076, 2.3916, 1.2874)
H (4.3367, 2.5532, 1.5616)
H (3.3261, 4.0013, 1.4492)
H (3.8916, 2.0481, -0.8324)
H (4.6474, 3.6168, -0.6449)
H (2.7952, 3.7514, -2.2807)
H (2.4299, 4.7413, -0.8625)
C (-1.9444, -7.9308, -0.9873)
C (-0.9497, -7.4483, -2.0372)
C (0.2248, -6.6696, -1.4334)
C (-0.2489, -5.4748, -0.7288)
N (-0.6250, -4.5320, -0.1868)
H (-2.4057, -7.0945, -0.4601)
H (-2.7449, -8.5035, -1.4550)
H (-1.4570, -8.5716, -0.2505)
H (-1.4686, -6.8187, -2.7636)
H (-0.5550, -8.3067, -2.5831)
H (0.9172, -6.3565, -2.2153)
H (0.7753, -7.2928, -0.7277)
C (1.9054, 5.8007, 5.0430)
C (2.8488, 6.9992, 5.0073)
C (2.7339, 7.8102, 3.7109)
C (3.0664, 6.9827, 2.5491)
N (3.3328, 6.3323, 1.6384)
H (2.1314, 5.0872, 4.2495)
H (1.9971, 5.2714, 5.9907)
H (0.8662, 6.1151, 4.9318)
H (3.8769, 6.6535, 5.1300)
H (2.6301, 7.6576, 5.8498)
H (3.4120, 8.6634, 3.7310)
H (1.7190, 8.1898, 3.5864)
C (6.6687, 3.4937, -5.9369)
C (5.5547, 4.2648, -5.2382)
C (5.7071, 4.2818, -3.7131)
C (5.6743, 2.9216, -3.1671)
N (5.6451, 1.8537, -2.7397)
H (6.6698, 2.4429, -5.6448)
H (6.5387, 3.5324, -7.0182)
H (7.6471, 3.9154, -5.6993)
H (4.5909, 3.8258, -5.5027)
H (5.5467, 5.2947, -5.5990)
H (4.9001, 4.8559, -3.2559)
H (6.6517, 4.7465, -3.4275)

Forces on the atoms, in the same order (eV/Å):
C 0.7 0.0 -0.2
C -0.6 -0.2 -0.2
C 0.7 -0.1 0.3
I 0.1 0.1 -0.1
B -0.6 0.2 -0.2
C 0.2 -0.2 0.1
C -0.3 -0.7 -0.2
C 0.3 1.5 -0.5
N -0.5 -1.0 -0.2
C 0.6 0.6 0.9
C -0.4 -0.5 -0.3
H -0.3 0.0 0.2
H -0.3 -0.1 -0.1
H -0.1 0.2 0.3
H 0.2 -0.1 -0.1
H 0.1 0.0 0.1
H -0.3 0.2 0.0
H 0.1 -0.1 0.0
H 0.0 0.1 -0.2
H 0.1 0.1 -0.1
H 0.1 0.1 0.1
H 0.0 -0.1 0.2
C 0.0 0.0 0.0
C 0.0 0.2 0.0
C -0.1 0.2 0.3
C -0.1 -0.2 0.3
N 0.2 0.1 -0.2
H 0.0 0.0 0.0
H 0.0 0.0 0.0
H 0.0 0.0 0.0
H 0.0 -0.1 0.0
H 0.0 -0.1 0.0
H 0.0 -0.1 0.0
H -0.1 0.0 -0.1
C 0.0 0.0 0.0
C 0.2 0.1 -0.1
C 0.1 0.1 0.1
C -0.2 0.1 -0.3
N 0.2 -0.2 0.1
H 0.0 0.0 0.0
H 0.0 0.0 0.0
H 0.0 0.0 0.0
H 0.0 -0.1 0.1
H -0.1 0.0 0.1
H -0.1 0.0 0.0
H 0.0 0.0 0.0
C 0.0 0.0 0.1
C 0.0 -0.1 0.4
C 0.2 -0.1 0.1
C -0.4 0.0 -0.1
N 0.3 0.1 0.0
H 0.0 0.0 0.0
H 0.0 0.0 0.0
H 0.0 -0.1 0.0
H 0.0 0.0 -0.1
H 0.0 0.0 -0.1
H -0.1 0.0 0.0
H 0.0 0.0 0.0
C 0.0 0.0 0.0
C -0.2 -0.1 0.1
C -0.2 0.0 -0.1
C 0.1 0.3 0.2
N 0.0 -0.3 -0.2
H 0.0 0.0 0.0
H 0.0 0.0 0.0
H 0.0 0.0 0.0
H 0.1 0.0 0.0
H 0.1 0.1 0.0
H 0.1 0.0 0.0
H 0.0 0.0 0.0
C 0.1 0.0 0.0
C -0.1 -0.2 0.1
C 0.1 -0.2 0.2
C 0.0 0.0 -0.4
N -0.1 0.3 0.2
H 0.0 0.0 0.0
H 0.0 0.0 0.0
H 0.0 0.0 0.0
H 0.0 0.1 0.0
H 0.0 0.1 -0.1
H 0.0 0.0 -0.1
H 0.0 0.0 0.0
C 0.0 0.0 0.0
C 0.1 -0.1 -0.2
C -0.1 -0.1 -0.2
C 0.1 -0.2 0.2
N 0.0 0.3 -0.3
H 0.0 0.0 0.1
H 0.0 0.0 0.0
H 0.0 0.0 0.0
H 0.0 0.0 0.1
H 0.0 0.0 0.1
H 0.0 0.0 0.1
H 0.0 0.0 0.0